The following is a DFT calculation (wB97M-V/def2-TZVPD) of a 5-piece molecular cluster, C39H92BrN7O17P2S overall at a distorted geometry.

```
159
Properties=species:S:1:pos:R:3:forces:R:3
C -2.26666 -2.91678 1.62340 0.711 -0.034 -1.159
C -1.17765 -2.09888 0.79596 -0.877 -0.597 2.450
O -1.41190 -2.40106 -0.59856 1.322 1.606 -1.164
P -0.70806 -1.31396 -1.62882 1.488 0.492 0.220
O -0.40451 0.02031 -1.03664 -0.957 -1.061 -0.489
C -1.77338 -1.26115 -3.15092 0.523 -0.480 -0.239
C -2.74692 -0.02795 -3.22503 1.177 0.045 -1.115
N -4.18582 -0.33519 -3.09029 -0.702 0.441 0.797
C -4.77100 -1.51048 -3.80326 1.495 -0.974 -1.892
S -4.92727 -2.99085 -2.70962 -0.149 0.005 0.694
C -4.03205 -4.39556 -3.48834 0.328 -0.238 -2.002
C -4.81123 -4.90203 -4.80464 0.832 0.210 1.038
C -4.99867 0.42648 -2.39130 -1.595 0.146 0.206
N -4.59589 1.61498 -1.69908 0.388 -2.439 -1.083
P -3.75435 1.32026 -0.17535 1.511 0.419 0.913
O -3.59873 -0.33003 0.09275 -1.631 1.541 -0.989
Br -5.17696 2.15033 1.41550 0.006 -0.669 -0.609
N -6.38186 0.06927 -2.38200 1.716 0.018 1.269
C -6.91345 -0.26799 -1.04715 -1.810 0.569 -0.172
O -7.23464 -1.66909 -1.01525 1.142 0.629 1.301
C -7.21929 -2.19620 0.30199 -0.729 -0.137 0.101
O -6.24321 -3.23320 0.35522 -1.421 -0.007 0.282
C -6.59306 -4.26979 1.28398 1.186 -0.745 0.277
C -5.46517 -4.27523 2.40049 -1.118 0.255 -0.937
O -5.31958 -2.90133 2.82338 0.377 -1.040 0.596
C -7.09602 1.22465 -2.99087 -2.944 5.428 -1.293
O -7.35735 1.19744 -4.20457 1.325 -2.061 0.315
O -7.41555 2.27331 -2.30614 1.217 -3.591 0.580
O 0.75984 -1.94640 -2.16823 -2.737 -0.565 0.927
C 1.36147 -2.81962 -1.18692 2.444 -0.217 0.245
C 2.80825 -3.18926 -1.71518 -0.510 -0.178 -0.432
H -3.13430 -3.07045 0.92659 0.566 0.325 0.914
H -1.84529 -3.92943 1.84629 -0.484 0.821 0.105
H -2.56315 -2.36023 2.54919 0.265 -0.632 -0.891
H -0.15546 -2.42324 1.14419 -0.939 0.388 -0.702
H -1.32637 -1.02632 1.06481 0.302 -0.749 -0.847
H -1.05567 -1.17039 -4.01785 -0.601 -0.111 1.011
H -2.24931 -2.26695 -3.25410 0.157 0.947 0.116
H -2.62343 0.41620 -4.25782 -0.217 -0.448 1.034
H -2.36440 0.74921 -2.51747 -0.717 -0.737 -0.334
H -5.69422 -1.25366 -4.37208 0.574 0.077 1.016
H -3.99922 -1.79032 -4.58330 -0.790 0.367 0.744
H -3.92859 -5.26099 -2.77940 -0.258 1.268 -0.241
H -2.99627 -4.12297 -3.82714 -0.799 -0.058 0.601
H -4.05200 -5.13425 -5.60426 -0.979 0.162 0.699
H -5.36177 -5.82847 -4.50637 0.167 0.901 -0.653
H -5.48894 -4.06790 -5.10931 0.405 -1.048 -0.071
H -3.97728 2.13688 -2.33549 -0.110 0.087 0.725
H -4.41040 -0.84086 -0.11156 0.413 -0.219 0.367
H -7.89931 0.27779 -0.96505 1.229 -0.204 -0.056
H -6.29897 0.08223 -0.17642 -0.259 -0.540 -0.699
H -6.98923 -1.44570 1.10677 -0.064 -0.272 -0.844
H -8.26631 -2.57637 0.50292 1.134 0.027 -0.156
H -7.62069 -4.17933 1.71852 0.865 0.270 -0.337
H -6.55539 -5.24070 0.70612 -0.043 0.838 0.730
H -4.52428 -4.62161 1.90016 -0.679 0.079 0.673
H -5.78799 -4.92154 3.26031 0.505 0.360 -0.792
H -4.68532 -2.94084 3.56402 -0.435 0.268 -0.428
H 1.51582 -2.24355 -0.23183 -0.420 -0.596 -0.804
H 0.80883 -3.77684 -1.01069 0.062 1.048 -0.155
H 2.72846 -4.03646 -2.45820 0.129 0.856 0.778
H 3.26911 -2.31262 -2.25037 -0.457 -0.828 0.802
H 3.47235 -3.51508 -0.86795 -0.672 0.376 -0.834
C 4.56856 0.41882 -0.26877 0.034 -0.185 -0.027
O 4.92180 -0.52989 -1.26156 -0.119 0.388 0.000
C 5.18919 0.03390 -2.54394 0.266 -0.358 -0.233
C 6.68385 0.05689 -2.85253 -0.181 0.203 0.321
N 7.39333 1.03216 -2.02985 0.039 -0.209 0.008
C 8.84949 0.86117 -1.98476 -0.159 0.060 0.109
C 9.43214 -0.49762 -1.57531 0.352 0.178 0.023
O 9.27178 -0.83051 -0.20185 -0.143 -0.086 -0.216
C 7.97164 -1.26122 0.15714 0.336 -0.015 0.358
H 4.11930 -0.11938 0.56571 -0.001 -0.056 -0.063
H 5.44989 0.94350 0.10999 -0.051 0.164 0.042
H 3.84486 1.14655 -0.64670 0.031 -0.005 0.008
H 4.73814 1.02416 -2.65354 0.066 0.052 0.149
H 4.70758 -0.62684 -3.27104 -0.001 0.039 -0.032
H 6.82799 0.30650 -3.90885 -0.003 -0.011 0.008
H 7.05742 -0.95973 -2.69274 -0.057 -0.104 -0.126
H 7.04015 0.99284 -1.08398 -0.021 -0.029 -0.060
H 9.22065 1.60571 -1.27353 0.053 -0.051 -0.057
H 9.25594 1.13521 -2.96418 0.043 -0.130 -0.006
H 10.51198 -0.43869 -1.73266 -0.056 0.050 0.015
H 9.08670 -1.31925 -2.21336 -0.198 0.009 0.050
H 7.51405 -1.88809 -0.61130 -0.072 0.121 -0.077
H 7.34271 -0.40304 0.39283 -0.279 -0.063 -0.100
H 8.05527 -1.85526 1.07147 0.101 0.039 -0.094
C -5.88365 9.59356 -0.26251 0.138 -0.189 0.075
O -5.84862 8.39776 0.49533 -0.253 0.327 -0.058
C -7.13304 7.87389 0.82985 0.072 -0.531 0.122
C -7.48481 6.65048 -0.01242 0.088 0.414 -0.179
N -7.74757 7.00562 -1.40366 0.115 -0.073 0.097
C -7.71909 5.87832 -2.34578 0.082 0.194 -0.043
C -6.48186 4.97594 -2.39517 -0.186 -0.004 -0.389
O -5.31585 5.58096 -2.96004 0.087 0.030 0.298
C -4.64400 6.48540 -2.10467 0.177 -0.129 -0.484
H -4.89426 10.04864 -0.21826 0.003 -0.061 0.059
H -6.11032 9.39145 -1.31281 -0.104 0.150 -0.062
H -6.61395 10.30299 0.13830 -0.015 -0.020 -0.037
H -7.91101 8.64096 0.77276 0.051 0.057 -0.170
H -7.06551 7.55387 1.87354 -0.027 0.014 -0.004
H -8.37363 6.16925 0.40844 0.020 -0.009 0.002
H -6.64810 5.95021 0.07827 -0.009 -0.085 0.160
H -7.07047 7.69080 -1.70838 0.002 -0.045 0.067
H -7.85019 6.31183 -3.34228 -0.021 -0.098 0.019
H -8.59847 5.25458 -2.15881 0.126 -0.116 0.036
H -6.72395 4.14541 -3.05718 0.002 0.098 0.087
H -6.24783 4.52013 -1.42749 0.045 0.095 0.041
H -4.63261 6.14572 -1.06625 -0.140 0.086 0.055
H -5.08185 7.48001 -2.18964 0.016 0.135 0.290
H -3.60692 6.56430 -2.44543 -0.084 -0.071 -0.022
C -7.85951 -2.36282 8.07046 0.189 0.120 0.058
O -6.82545 -2.30678 9.03816 -0.343 -0.199 -0.044
C -6.86393 -3.35497 10.00407 0.460 0.031 0.208
C -5.78170 -4.40028 9.74816 -0.323 0.088 -0.244
N -6.06182 -5.19029 8.55188 0.232 0.121 -0.001
C -4.91888 -5.94033 8.02397 -0.220 0.097 -0.093
C -3.61572 -5.19387 7.70786 0.075 -0.302 -0.108
O -3.67348 -4.33460 6.57755 0.018 0.024 0.186
C -4.34223 -3.10491 6.80029 0.148 -0.062 -0.431
H -7.90849 -1.39387 7.57458 0.054 0.008 0.067
H -7.64870 -3.11709 7.30701 -0.171 -0.074 -0.058
H -8.83008 -2.57062 8.53012 0.023 -0.036 -0.022
H -7.85676 -3.80890 10.07116 -0.006 -0.032 -0.175
H -6.65389 -2.88480 10.96856 -0.021 -0.034 0.004
H -5.71734 -5.06914 10.61245 0.003 0.011 -0.009
H -4.83214 -3.86162 9.66786 0.042 0.061 0.158
H -6.40621 -4.58229 7.82195 -0.009 0.006 0.074
H -5.26355 -6.40741 7.09609 0.103 -0.044 0.047
H -4.69532 -6.75640 8.71937 0.103 0.067 0.027
H -2.87034 -5.95255 7.45315 -0.050 0.024 -0.045
H -3.20912 -4.66131 8.57471 -0.141 0.126 0.011
H -4.13349 -2.68921 7.78772 -0.126 -0.058 0.053
H -5.41283 -3.22861 6.64012 -0.139 0.190 0.214
H -3.98851 -2.38894 6.05223 0.081 -0.101 0.062
C 15.45163 3.69605 -0.61366 -0.164 0.094 -0.127
O 15.14453 4.10457 -1.93550 0.325 -0.133 0.194
C 16.10088 3.70328 -2.91388 -0.254 0.068 -0.438
C 15.58731 2.54647 -3.76696 0.074 -0.016 0.414
N 15.51291 1.30180 -3.00632 -0.213 0.090 -0.117
C 14.69263 0.25173 -3.61642 0.077 0.047 0.242
C 13.24071 0.56531 -4.00248 -0.005 -0.320 -0.060
O 12.34959 0.73301 -2.90871 0.125 0.151 -0.209
C 12.45927 1.97934 -2.24164 -0.343 -0.236 0.201
H 14.83442 4.27837 0.06988 -0.010 0.035 -0.080
H 15.21399 2.63995 -0.45896 0.130 -0.068 0.126
H 16.50391 3.87226 -0.37215 -0.013 -0.043 -0.011
H 17.07066 3.47366 -2.46314 -0.072 -0.116 0.116
H 16.24181 4.56643 -3.57016 0.032 -0.023 -0.001
H 16.25798 2.40520 -4.62075 -0.010 0.006 0.007
H 14.60836 2.84687 -4.15387 0.023 0.127 -0.117
H 15.14704 1.49394 -2.08424 0.034 0.035 -0.046
H 14.67065 -0.57341 -2.89796 -0.038 -0.022 -0.112
H 15.21814 -0.12028 -4.50252 -0.090 0.060 -0.066
H 12.86364 -0.30442 -4.54824 0.012 -0.001 0.068
H 13.15764 1.40787 -4.69816 0.062 0.132 0.120
H 12.63704 2.80645 -2.93177 0.149 -0.019 0.006
H 13.23326 1.92908 -1.47689 0.133 0.251 -0.006
H 11.51427 2.16787 -1.72524 0.036 -0.092 -0.108
```
Positions in Å, forces in eV/Å.

Its LUMO energy is -0.0309 Eh. The largest force on an atom comes out at 6.3 eV/A. The value obtained for the highest occupied orbital energy is -7.767 eV.